DFT (the ωB97M-V functional and the def2-TZVPD basis) results for 5 unconnected molecules or ions with the total composition C26H47N5O3 at a distorted geometry.

Structure (SMILES) = C[C@@H](O)C[C@@H]1C(=O)OC[C@H]1CCCN.CCCC#N.CCCC#N.CCCC#N.CCCC#N
Gap between HOMO and LUMO = 9.777 eV

Structure (ORCA input):
```
! wB97M-V def2-TZVPD RIJCOSX def2/J DEFGRID3
* xyz 0 1
C 0.96 -4.22 2.08
C 1.02 -3.17 0.86
O 0.69 -3.77 -0.42
C 0.16 -1.83 1.11
C -1.38 -1.97 0.71
C -1.91 -0.51 0.24
O -1.31 0.57 0.19
O -3.30 -0.78 -0.07
C -3.77 -1.72 0.97
C -2.48 -2.19 1.85
C -2.67 -3.63 2.53
C -2.36 -4.87 1.57
C -3.72 -5.45 0.87
N -3.75 -5.22 -0.61
H 1.84 -4.00 2.77
H 1.10 -5.29 1.68
H 0.01 -4.11 2.71
H 2.12 -2.83 0.78
H 1.16 -4.63 -0.51
H 0.32 -1.42 2.18
H 0.63 -1.04 0.42
H -1.67 -2.67 -0.14
H -4.67 -1.41 1.58
H -3.96 -2.65 0.33
H -2.29 -1.33 2.59
H -2.01 -3.69 3.46
H -3.76 -3.72 2.87
H -1.53 -4.71 0.81
H -2.01 -5.73 2.26
H -4.66 -5.06 1.40
H -3.74 -6.59 1.02
H -4.39 -4.44 -0.81
H -2.79 -5.01 -0.93
C 0.81 2.73 0.53
C 1.94 3.43 1.26
C 3.31 3.16 0.64
C 3.61 1.69 0.68
N 3.84 0.54 0.71
H 0.92 1.64 0.57
H -0.15 2.97 0.99
H 0.77 3.03 -0.52
H 1.94 3.11 2.31
H 1.75 4.51 1.26
H 4.09 3.70 1.19
H 3.33 3.50 -0.40
C 2.91 -2.36 -5.07
C 3.29 -2.22 -3.60
C 4.10 -3.41 -3.08
C 3.29 -4.67 -3.21
N 2.65 -5.66 -3.31
H 2.26 -3.22 -5.24
H 2.36 -1.47 -5.40
H 3.79 -2.46 -5.70
H 2.38 -2.11 -3.01
H 3.88 -1.31 -3.47
H 4.36 -3.26 -2.03
H 5.03 -3.53 -3.65
C -5.03 1.98 -0.77
C -6.35 1.31 -1.16
C -7.42 2.31 -1.61
C -7.73 3.27 -0.50
N -7.97 4.01 0.38
H -5.16 2.65 0.08
H -4.30 1.23 -0.49
H -4.63 2.56 -1.61
H -6.72 0.73 -0.31
H -6.16 0.60 -1.98
H -8.33 1.78 -1.90
H -7.07 2.88 -2.48
C 6.40 6.27 1.56
C 5.81 7.14 0.45
C 4.77 8.14 0.96
C 3.62 7.40 1.59
N 2.73 6.82 2.08
H 5.63 5.65 2.03
H 7.16 5.60 1.16
H 6.87 6.89 2.33
H 5.37 6.49 -0.31
H 6.63 7.69 -0.04
H 4.39 8.74 0.13
H 5.21 8.81 1.69
*
```

---

DFT (the ωB97M-V functional and the def2-TZVPD basis) results for C7H17BO2 in the gas phase.

Structure (SMILES) = CCCCOBC[C@@H](C)O
Gap between HOMO and LUMO = 10.374 eV

Structure (ORCA input):
```
! wB97M-V def2-TZVPD RIJCOSX def2/J DEFGRID3
* xyz 0 1
C 3.46 -0.99 0.59
C 3.15 -0.12 -0.63
C 2.50 1.21 -0.27
C 1.22 1.06 0.54
O 0.48 -0.10 0.11
B -0.69 0.14 -0.55
C -1.96 0.71 0.17
C -3.24 -0.04 -0.16
C -3.06 -1.55 -0.18
O -4.19 0.33 0.85
H 4.33 -1.61 0.41
H 3.66 -0.39 1.47
H 2.63 -1.66 0.81
H 2.51 -0.66 -1.32
H 4.08 0.09 -1.16
H 2.29 1.77 -1.18
H 3.21 1.80 0.32
H 1.43 0.96 1.60
H 0.62 1.96 0.43
H -0.72 -0.07 -1.74
H -1.85 0.77 1.25
H -2.07 1.75 -0.19
H -3.62 0.28 -1.13
H -4.02 -2.03 -0.35
H -2.67 -1.89 0.78
H -2.40 -1.86 -0.98
H -5.07 0.13 0.53
*
```

---

| no. | E_LUMO (eV) |
| --- | --- |
| 1 | 0.56 |
| 2 | 0.76 |